The ion C10H17N4O with charge +1 in a non-equilibrium geometry, computed with the ωB97M-V functional and the def2-TZVPD basis.

The geometry in XYZ format:
```
32
C10H17N4O, DFT the ωB97M-V functional and the def2-TZVPD basis
C -3.291 -0.680 -1.055
C -4.102 -2.633 -1.206
C -2.283 -1.626 -0.662
C -0.979 -1.404 -0.196
C 0.991 0.024 0.124
C 1.213 1.447 0.805
C 1.611 -1.038 1.012
C 1.632 0.183 -1.315
C 0.635 2.584 -0.004
C 2.599 1.735 1.148
N -4.380 -1.366 -1.427
N -2.834 -2.839 -0.741
N -0.419 -0.252 -0.030
N 0.425 1.326 2.074
O 0.276 2.375 2.665
H -3.289 0.413 -0.887
H -4.775 -3.435 -1.373
H -0.439 -2.317 -0.043
H 1.632 -0.749 2.020
H 2.674 -1.350 0.856
H 1.040 -1.944 0.964
H 1.275 1.154 -1.708
H 1.369 -0.688 -1.939
H 2.798 0.180 -1.161
H -0.337 2.388 -0.581
H 1.247 2.888 -0.920
H 0.469 3.576 0.594
H 3.131 1.775 0.292
H 2.981 0.896 1.754
H 2.658 2.606 1.680
H -2.457 -3.733 -0.764
H -1.069 0.507 0.023
```

Values from the calculation:
- ΔE to the lowest compared entry with this formula, charge and spin: 2.7070 eV
- Total charge: +1
- HOMO-LUMO gap: 7.54 eV
- Electronic energy: -18643.588 eV
- Structure (SMILES): CC(C)(N=O)C(C)(C)/[NH+]=C/c1cnc[nH]1
- Maximum force: 3.8 eV/Å

Mulliken population analysis, charges in e, atoms 1 to 5:
1. C -0.231
2. C -0.207
3. C -0.026
4. C 0.295
5. C 1.225

=====

A structure of composition C10H17N9O4RuS3, computed with the ωB97M-V functional and the def2-TZVPD basis.

The geometry in XYZ format:
```
44
C10H17N9O4RuS3, DFT the ωB97M-V functional and the def2-TZVPD basis
Ru 0.034 0.260 0.350
C 4.439 -0.828 -0.517
N 4.039 -0.708 0.886
C 4.871 -1.388 1.874
C 2.845 -0.195 1.178
N 2.109 0.489 0.341
N 2.403 -0.380 2.484
C 1.236 0.105 3.045
N 1.167 -0.078 4.381
N 0.307 0.684 2.363
H 5.180 -1.618 -0.594
H 4.876 0.103 -0.883
H 3.588 -1.133 -1.124
H 5.896 -1.385 1.516
H 4.557 -2.426 2.013
H 4.863 -0.856 2.824
H 2.505 0.503 -0.591
H 2.779 -1.190 2.951
H 1.967 -0.365 4.915
H 0.283 -0.018 4.855
H -0.451 1.032 2.936
N -2.612 -2.186 0.486
C -2.919 -0.911 0.256
N -2.057 0.093 0.203
C -2.704 1.295 -0.085
C -4.040 1.222 -0.204
S -4.561 -0.411 -0.014
C -1.845 2.467 -0.204
C -2.172 3.754 -0.416
S -0.752 4.743 -0.411
C 0.215 3.352 -0.093
N -0.479 2.231 -0.034
N 1.541 3.406 0.069
H -1.663 -2.526 0.346
H -3.338 -2.871 0.357
H -4.739 2.013 -0.413
H -3.145 4.186 -0.572
H 2.026 4.284 0.077
H 2.016 2.555 0.346
O -0.242 -3.282 -0.825
S 0.677 -2.242 -0.441
O 2.073 -2.584 -0.453
O 0.433 -0.949 -1.256
O 0.268 -1.692 0.940
```

Values from the calculation:
- ΔE to the lowest compared entry with this formula, charge and spin: 0.0000 eV
- Total charge: +1
- Multiplicity: 2
- HOMO-LUMO gap (alpha / beta): 8.46 / 7.02 eV
- Electronic energy: -67332.724 eV
- Maximum force: 0.5 eV/Å

Mulliken population analysis, charges in e, atoms 1 to 5:
1. Ru 0.115
2. C -1.310
3. N 0.252
4. C -1.208
5. C 0.575